121
Properties=species:S:1:pos:R:3:lowdin_charge:R:1 method="wB97M-V/def2-TZVPD" total_charge=+1 e_lumo_ev="-2.09 / -2.47" spin_multiplicity=6 s2=8.76 e_above_lowest_kcal_mol=52.1 orbital_gap_ev="7.54 / 7.18"
Mn -0.138 -0.228 0.469 0.4064
S -1.041 1.740 1.210 0.5787
C -1.433 3.294 0.445 -0.6382
C -0.654 4.400 0.780 -0.1451
C -0.943 5.647 0.254 -0.0842
C -2.023 5.819 -0.594 -0.0736
C -2.816 4.732 -0.920 -0.0980
C -2.540 3.466 -0.417 -0.4304
As -3.621 1.915 -0.867 1.3272
C -5.331 2.821 -1.126 -0.4078
C -6.145 2.782 -2.250 -0.1009
C -7.403 3.372 -2.221 -0.0835
C -7.858 3.997 -1.071 -0.0882
C -7.053 4.036 0.060 -0.0830
C -5.803 3.442 0.032 -0.1397
C -2.973 1.583 -2.682 -0.3782
C -1.754 2.083 -3.135 -0.1001
C -1.302 1.781 -4.413 -0.0855
C -2.046 0.956 -5.243 -0.0932
C -3.241 0.421 -4.787 -0.0904
C -3.696 0.727 -3.514 -0.1401
H 0.175 4.272 1.462 0.0921
H -0.322 6.494 0.518 0.1088
H -2.253 6.798 -0.993 0.1066
H -3.679 4.864 -1.564 0.1092
H -5.800 2.307 -3.160 0.0861
H -8.035 3.344 -3.100 0.1046
H -8.839 4.453 -1.051 0.1036
H -7.402 4.521 0.963 0.1042
H -5.171 3.461 0.916 0.0989
H -1.158 2.727 -2.498 0.0898
H -0.370 2.203 -4.764 0.0847
H -1.696 0.736 -6.244 0.1036
H -3.820 -0.233 -5.428 0.1050
H -4.629 0.301 -3.159 0.0959
C 6.931 -3.327 0.247 -0.0396
C 5.702 -2.633 0.828 -0.4206
C 5.951 -2.335 2.323 0.0040
C 5.400 -1.314 0.133 -0.0872
C 6.324 -0.559 -0.577 0.0006
C 5.976 0.673 -1.111 -0.0524
C 4.696 1.179 -0.946 -0.0633
C 3.744 0.433 -0.264 -0.2460
P 2.036 0.978 0.133 1.0450
C 1.945 2.443 -0.942 -0.3758
C 2.035 3.770 -0.547 -0.0980
C 2.039 4.779 -1.500 -0.0610
C 1.971 4.472 -2.849 -0.0585
C 1.874 3.146 -3.251 -0.0838
C 1.839 2.140 -2.302 -0.1210
C 2.439 1.520 1.841 -0.3516
C 1.855 0.849 2.914 -0.1276
C 2.258 1.098 4.214 -0.0645
C 3.241 2.045 4.458 -0.0689
C 3.826 2.725 3.400 -0.0615
C 3.446 2.447 2.096 -0.0832
C 4.119 -0.800 0.261 -0.2028
O 3.125 -1.495 0.911 -0.0291
C 3.214 -2.862 0.826 -0.1953
C 2.010 -3.562 0.785 -0.2279
C 2.055 -4.936 0.576 -0.0707
C 3.271 -5.581 0.449 -0.0522
C 4.456 -4.865 0.524 0.0033
C 4.451 -3.491 0.713 -0.0825
P 0.449 -2.607 0.952 1.0972
C -0.415 -3.403 2.352 -0.3328
C -0.791 -2.516 3.364 -0.1279
C -1.479 -2.952 4.483 -0.0663
C -1.815 -4.292 4.601 -0.0618
C -1.413 -5.189 3.623 -0.0597
C -0.702 -4.756 2.514 -0.0821
C -0.347 -3.108 -0.629 -0.3823
C -1.118 -4.245 -0.841 -0.0898
C -1.637 -4.514 -2.100 -0.0580
C -1.407 -3.648 -3.160 -0.0591
C -0.668 -2.492 -2.955 -0.0583
C -0.142 -2.231 -1.701 -0.1344
H 7.812 -2.697 0.356 0.0843
H 6.792 -3.557 -0.810 0.1052
H 7.136 -4.251 0.787 0.0851
H 6.837 -1.708 2.433 0.0965
H 6.105 -3.266 2.871 0.0964
H 5.104 -1.809 2.766 0.0923
H 7.332 -0.925 -0.713 0.1126
H 6.713 1.245 -1.660 0.1112
H 4.440 2.146 -1.359 0.1092
H 2.101 4.024 0.501 0.0905
H 2.113 5.810 -1.179 0.1125
H 1.999 5.261 -3.590 0.1110
H 1.834 2.899 -4.304 0.1039
H 1.758 1.103 -2.613 0.1072
H 1.081 0.115 2.724 0.0427
H 1.813 0.553 5.036 0.1093
H 3.565 2.241 5.472 0.1094
H 4.595 3.462 3.589 0.1105
H 3.947 2.943 1.275 0.1066
H 1.142 -5.500 0.460 0.0913
H 3.297 -6.649 0.278 0.1126
H 5.390 -5.397 0.415 0.1137
H -0.521 -1.471 3.263 0.0721
H -1.753 -2.253 5.262 0.1118
H -2.378 -4.644 5.455 0.1121
H -1.651 -6.240 3.719 0.1127
H -0.366 -5.492 1.801 0.0832
H -1.350 -4.910 -0.021 0.0987
H -2.229 -5.408 -2.247 0.1156
H -1.808 -3.872 -4.139 0.1138
H -0.507 -1.796 -3.769 0.1126
H 0.468 -1.333 -1.570 0.0712
N -5.212 -0.527 2.804 0.1513
C -4.487 -0.951 1.743 -0.3708
C -3.081 -0.877 1.732 -0.1355
N -2.357 -1.346 0.729 0.0154
C -3.035 -1.869 -0.301 -0.1359
C -4.418 -1.926 -0.293 -0.1117
N -5.152 -1.477 0.713 0.1395
H -4.786 -0.057 3.580 0.1012
H -6.213 -0.572 2.744 0.1073
H -2.566 -0.409 2.560 0.0839
H -2.475 -2.274 -1.132 0.0648
H -4.961 -2.357 -1.126 0.1145



11
Properties=species:S:1:pos:R:3:nbo_charge:R:1 method="wB97M-V/def2-TZVPD" e_lumo_ev=-0.90 smiles="O=c1cnccnn1" e_above_lowest_kcal_mol=62.3 orbital_gap_ev=9.16
C -1.388 -0.185 -0.062 0.5356
C -0.885 1.064 -0.540 0.0572
C 1.222 0.486 0.289 -0.0186
C 1.137 -0.865 0.335 -0.1186
H -1.547 1.834 -1.022 0.2234
H 1.982 1.045 0.841 0.2236
H 2.001 -1.396 0.809 0.2244
N 0.335 1.316 -0.313 -0.3846
N 0.292 -1.707 -0.426 -0.1010
N -0.891 -1.302 -0.721 -0.1572
O -2.258 -0.289 0.810 -0.4841



19
Properties=species:S:1:pos:R:3:nbo_charge:R:1 method="wB97M-V/def2-TZVPD" e_lumo_ev=0.87 smiles="CC(C)CC=O.O" e_above_lowest_kcal_mol=26.4 orbital_gap_ev=10.97
O -1.976 -1.368 0.284 -0.5556
C -0.824 -1.426 -0.043 0.4694
C 0.306 -0.729 0.707 -0.5124
C 0.854 0.535 -0.018 -0.2000
C 1.463 0.151 -1.377 -0.6122
C 1.822 1.327 0.858 -0.6127
H -0.538 -1.999 -0.974 0.1043
H 1.161 -1.409 0.557 0.2098
H -0.028 -0.714 1.747 0.2386
H -0.045 1.159 -0.194 0.2022
H 0.769 -0.545 -1.831 0.2028
H 1.492 1.005 -2.053 0.2199
H 2.488 -0.221 -1.272 0.2103
H 1.280 2.011 1.498 0.2169
H 2.522 1.948 0.277 0.2129
H 2.459 0.737 1.522 0.2085
H -5.120 -0.520 0.027 0.4706
H -3.598 -0.125 0.237 0.4931
O -4.487 0.181 0.050 -0.9666



41
Properties=species:S:1:pos:R:3:nbo_charge:R:1 method="wB97M-V/def2-TZVPD" total_charge=+1 e_lumo_ev="-4.98 / -6.52" spin_multiplicity=3 s2=2.01 orbital_gap_ev="7.10 / 7.42"
W -0.073 -0.413 0.035 1.9554
C -3.153 1.254 -0.557 -0.2569
O -2.243 0.337 -1.180 -0.5329
C -1.970 0.625 -2.545 -0.0959
C -0.802 1.572 -2.655 -0.0926
O 0.291 1.066 -1.868 -0.5396
C 1.279 0.260 -2.509 -0.1349
C 1.943 -0.422 -1.366 -0.3125
O -0.543 -1.599 -1.342 -0.6836
C -0.718 -2.999 -1.537 -0.2545
H -2.693 2.227 -0.393 0.1918
H -3.438 0.817 0.394 0.2216
H -4.036 1.358 -1.186 0.1963
H -2.848 1.063 -3.022 0.2132
H -1.749 -0.322 -3.030 0.2118
H -1.035 2.552 -2.247 0.2200
H -0.483 1.684 -3.691 0.2116
H 1.994 0.897 -3.040 0.2331
H 0.828 -0.446 -3.200 0.2131
H 2.551 0.204 -0.715 0.2201
H 2.361 -1.404 -1.538 0.2414
H 0.108 -3.549 -1.096 0.2053
H -0.769 -3.188 -2.606 0.1986
H -1.648 -3.310 -1.067 0.2129
O -0.443 3.256 1.743 -0.4746
C -0.113 2.140 1.526 0.7744
O -0.547 1.404 0.476 -0.7086
C 0.838 1.307 2.329 0.0938
C 1.438 1.667 3.509 -0.1607
C 2.253 0.735 4.143 -0.1144
C 2.418 -0.514 3.571 -0.1592
C 1.767 -0.776 2.385 0.0938
N 1.011 0.117 1.777 -0.4652
C 1.784 -2.073 1.650 0.7599
O 2.446 -3.017 1.936 -0.4750
O 0.940 -2.014 0.602 -0.6702
H 1.250 2.653 3.914 0.2689
H 2.741 0.978 5.079 0.2534
H 3.023 -1.291 4.021 0.2707
N -2.371 -1.632 2.017 -0.2824
C -1.588 -1.203 1.285 -0.0472



52
Properties=species:S:1:pos:R:3:nbo_charge:R:1 method="wB97M-V/def2-TZVPD" total_charge=+2 e_lumo_ev=-5.02 e_above_lowest_kcal_mol=134.8 orbital_gap_ev=11.25
O 0.785 3.513 -1.811 -0.4799
C -0.170 2.806 -1.988 0.4520
C -0.405 1.608 -1.180 -0.2261
C -0.559 0.297 -1.911 -0.4651
C -1.123 -0.854 -1.197 -0.2196
N -0.450 -1.336 0.138 -0.7579
N 0.649 1.673 -0.092 -0.7990
H -0.884 2.759 -2.755 0.1503
H -1.487 1.687 -0.699 0.3371
H 0.470 -0.110 -2.428 0.2319
H -0.958 0.526 -2.966 0.2920
H -1.166 -1.774 -1.837 0.2243
H -2.116 -0.636 -0.767 0.2225
H -1.115 -1.795 0.780 0.4783
H 0.037 -0.480 0.578 0.4683
H 0.384 -1.897 -0.172 0.4643
H 1.023 2.673 -0.132 0.4821
H 1.430 1.053 -0.222 0.4356
H 0.743 1.431 0.974 0.5134
H -4.236 -3.521 0.916 0.5000
H -4.882 -2.233 0.357 0.4813
O -4.124 -2.685 0.485 -0.9583
H 2.615 2.575 3.702 0.4722
H 1.302 3.027 3.437 0.4794
O 1.858 2.184 3.430 -0.9478
H 4.210 -2.485 -1.054 0.4896
H 2.912 -2.913 -1.556 0.4843
O 3.335 -2.204 -1.175 -0.9366
H 1.020 0.111 3.036 0.5239
H -0.551 0.360 2.980 0.5065
O 0.267 0.277 2.418 -0.9825
H -3.068 3.261 0.517 0.4978
H -3.447 1.869 1.194 0.4922
O -2.734 2.331 0.711 -0.9657
H 1.190 -3.961 -2.562 0.4873
H 0.001 -3.207 -2.522 0.4726
O 0.721 -3.408 -1.930 -0.9515
H 2.536 -2.919 1.578 0.4932
H 1.871 -4.089 0.788 0.4829
O 1.717 -3.157 1.042 -0.9667
H -1.826 -2.030 2.832 0.5031
H -3.164 -1.683 1.870 0.5353
O -2.160 -1.715 2.030 -1.0003
H 2.889 -0.272 1.116 0.4838
H 2.486 -1.312 0.050 0.5184
O 2.137 -0.824 0.838 -1.0148
H 4.423 3.214 0.417 0.5022
H 3.686 2.053 -0.298 0.4631
O 3.580 2.783 0.247 -0.9610
H -3.725 3.513 -1.854 0.5015
H -2.966 2.843 -3.150 0.4984
O -2.960 3.074 -2.201 -0.9882



10
Properties=species:S:1:pos:R:3:nbo_charge:R:1 method="wB97M-V/def2-TZVPD" e_lumo_ev=1.34 e_above_lowest_kcal_mol=65.3 orbital_gap_ev=9.72
C -0.060 0.195 -0.975 -0.1488
C 0.372 -0.884 -0.218 -0.1083
N -3.144 -0.282 -0.196 0.0389
N -2.996 0.542 0.518 -0.0377
N -0.353 0.889 0.273 -0.4497
N -0.170 -0.346 0.940 -0.4340
H -0.487 0.477 -1.920 0.2143
H 0.807 -1.806 -0.426 0.2068
H -1.335 1.251 0.573 0.3670
H 0.533 -0.333 1.770 0.3515



44
Properties=species:S:1:pos:R:3:nbo_charge:R:1 method="wB97M-V/def2-TZVPD" total_charge=+3 e_lumo_ev="-8.95 / -13.62" spin_multiplicity=5 s2=6.03 e_above_lowest_kcal_mol=28.1 orbital_gap_ev="7.60 / 2.92"
Pd -0.237 0.593 -0.401 1.0838
Cl 2.545 1.349 -0.386 0.1553
C 1.641 2.790 -0.610 0.1507
C 0.263 2.614 -0.662 -0.4247
C -0.480 3.778 -0.787 0.0031
Cl -2.177 3.661 -0.843 0.1293
C 0.128 5.078 -0.876 0.0000
Cl -0.827 6.457 -1.029 0.2950
C 1.523 5.201 -0.843 -0.1225
Cl 2.260 6.725 -0.958 0.1943
C 2.303 4.049 -0.713 -0.0862
Cl 3.983 4.152 -0.696 0.2591
I -2.957 1.896 5.024 0.3065
C -1.419 0.985 3.951 -0.1848
C -0.404 0.305 4.630 -0.1467
C 0.600 -0.269 3.882 -0.2028
C 0.552 -0.159 2.496 0.0321
N -0.428 0.495 1.851 -0.4751
C -1.396 1.067 2.551 -0.0221
H -0.405 0.224 5.711 0.2716
H 1.411 -0.799 4.363 0.2674
H 1.314 -0.622 1.883 0.2144
H -2.159 1.606 2.002 0.2023
N -3.058 -0.953 -0.708 -0.2682
N -2.578 0.336 -0.892 -0.5525
H -3.447 -1.396 -1.524 0.4308
H -3.588 -1.090 0.133 0.4272
H -3.092 1.038 -0.377 0.4382
H -2.571 0.588 -1.872 0.4323
C 1.532 -4.463 -2.112 -0.4267
N 0.600 -3.619 -1.366 -0.3343
C -0.371 -4.230 -0.465 -0.4136
C 0.613 -2.299 -1.476 0.6914
C 1.586 -1.676 -2.435 -0.7091
O -0.208 -1.610 -0.808 -0.7613
H 1.433 -5.490 -1.780 0.2500
H 2.566 -4.155 -1.956 0.2286
H 1.332 -4.440 -3.185 0.2311
H -0.279 -5.309 -0.500 0.2468
H -1.387 -3.954 -0.750 0.2061
H -0.211 -3.899 0.562 0.2245
H 1.509 -2.132 -3.421 0.2744
H 2.610 -1.812 -2.083 0.2664
H 1.375 -0.613 -2.528 0.2179



18
Properties=species:S:1:pos:R:3:nbo_charge:R:1 method="wB97M-V/def2-TZVPD" e_lumo_ev=0.74 e_above_lowest_kcal_mol=59.3 orbital_gap_ev=8.80
C 0.139 -0.180 -1.332 -0.2482
C 0.564 1.564 0.433 -0.4167
N 0.767 0.224 -0.076 -0.4433
C -1.101 -0.722 -0.491 0.3770
C 1.660 -0.641 0.549 0.2922
C -2.241 -0.058 -0.299 -0.6048
O -0.960 -2.061 -0.260 -0.6913
N 2.301 -0.479 1.619 -0.7135
H -1.717 -2.379 0.249 0.4833
H 2.158 0.415 2.085 0.3283
H -0.136 0.701 -1.911 0.2153
H 0.722 -0.972 -1.804 0.2283
H 1.761 -1.591 0.037 0.1674
H 1.509 1.954 0.812 0.2066
H -0.184 1.572 1.232 0.2018
H 0.217 2.223 -0.361 0.2044
H -3.144 -0.568 -0.001 0.2040
H -2.314 0.998 -0.482 0.2090



Result set for DFT total energy: -192170.9738 -10710.9476 -9473.9919 -33924.3759 -32233.5188 -8096.4830 -97998.9260 -10372.7353 eV, one per record in the order listed.